Formula: C4H8O2
Source: the OMol25 dataset
Level of theory: wB97M-V/def2-TZVPD

Energy   -8369.456 eV
Net charge   0
Strongest force on any atom   0.45 eV/A
Relative energy (zero: lowest compared OMol25 entry of this formula, charge and spin)   88.2 kcal/mol
Lowest unoccupied orbital energy   0.822 eV
Multiplicity   1
Frontier orbital gap   9.66 eV

Structure (XYZ):
```
14
Properties=species:S:1:pos:R:3:nbo_charge:R:1
H -1.54960 -1.71526 0.41313 0.1971
C 1.28899 -0.13828 -0.06204 -0.0942
H -0.23722 -0.03940 2.49216 0.0125
H -0.77326 0.45962 -2.54433 0.1907
C -0.11840 -0.20940 -0.51471 -0.1720
C -0.97799 0.57389 -1.47574 -0.0758
H 1.50919 -1.01859 0.56054 0.1766
C -1.22389 -0.90418 -0.23121 0.1589
O -2.10499 -0.27536 -1.08205 -0.4985
H 2.40891 1.14718 0.88374 0.4679
H -1.18112 1.61624 -1.21795 0.1994
O 1.47122 1.06916 0.66709 -0.7177
H -0.52700 -0.46395 3.03076 -0.0168
H 1.96701 -0.16911 -0.92999 0.1720
```